Record 1
Molecular formula: C3H6BrClIN
Method: DFT, ωB97M-V with the def2-TZVPD basis set

Last column: Mulliken charge in e.
CARTESIAN COORDINATES (ANGSTROEM)
C  -1.022  -0.320  1.085  -1.1086
C  -0.512  -0.173  -1.320  -0.9576
C  0.970  0.797  0.336  0.3659
N  -0.186  0.205  0.030  0.1664
Cl  1.354  1.076  1.976  -0.0702
Br  1.699  2.067  -0.873  -0.0086
I  3.219  -1.476  -0.285  -0.5734
H  -1.275  0.479  1.782  0.3852
H  -1.935  -0.718  0.646  0.3743
H  -0.514  -1.116  1.634  0.3807
H  0.217  0.225  -2.021  0.3107
H  -0.516  -1.259  -1.412  0.3658
H  -1.499  0.214  -1.579  0.3693

Relative energy (zero: lowest compared OMol25 entry of this formula, charge and spin) ... 6.5 kcal per mole
Highest occupied orbital energy (spin up / spin down) ... -7.541 / -7.539 eV
Frontier orbital gap (spin up / spin down) ... 6.1 / 6.1 eV
LUMO energy (spin up / spin down) ... -1.46 / -1.46 eV
2S+1 ... 1

***

Record 2
Molecular formula: C16H18Cl3N3O8Zr
Method: DFT, ωB97M-V with the def2-TZVPD basis set

Last column: Mulliken charge in e.
CARTESIAN COORDINATES (ANGSTROEM)
C  -0.682  0.671  -3.062  1.3253
C  -1.482  -0.506  -3.089  0.0213
C  -0.640  -1.624  -2.824  1.5159
C  -2.908  -0.573  -3.479  -1.5766
C  0.707  -1.168  -2.811  0.0310
C  0.687  0.267  -2.815  0.4356
C  1.870  1.120  -3.013  -1.8634
C  -1.159  2.013  -3.454  -1.9119
C  -1.087  -3.017  -2.652  -1.9032
C  1.906  -2.021  -2.916  -1.6016
Zr  0.051  0.433  -0.012  1.1559
Cl  -2.317  -0.192  -0.236  -0.5249
Cl  -0.111  2.847  -0.287  -0.4666
Cl  0.998  -1.806  0.241  -0.4950
H  -3.422  0.378  -3.281  0.3321
H  -3.432  -1.382  -2.952  0.3129
H  -2.955  -0.774  -4.566  0.3194
H  -1.978  -3.040  -2.009  0.3575
H  -0.288  -3.581  -2.161  0.3739
H  -1.347  -3.510  -3.604  0.2383
H  1.798  -2.965  -2.367  0.3757
H  2.786  -1.498  -2.530  0.3180
H  2.080  -2.258  -3.977  0.3020
H  2.716  0.736  -2.444  0.4536
H  1.686  2.137  -2.669  0.4705
H  2.151  1.142  -4.075  0.2659
H  -2.096  2.260  -2.926  0.3540
H  -1.347  2.054  -4.542  0.2525
H  -0.407  2.762  -3.189  0.3718
O  2.589  2.101  -0.466  -0.6857
H  2.626  2.597  0.397  0.1955
O  -0.330  0.394  7.813  -0.6470
N  0.529  0.889  7.048  0.9778
O  1.453  1.629  7.429  -0.6456
C  0.393  0.585  5.652  -0.1902
C  -0.687  -0.230  5.316  -0.3468
C  -0.881  -0.459  3.981  -0.3878
C  -0.082  0.251  3.044  1.3240
O  -0.556  0.391  1.859  -0.4566
C  1.138  0.899  3.413  -0.5080
C  1.319  1.139  4.762  -0.6298
N  1.961  1.435  2.368  0.9947
O  2.642  2.459  2.533  -0.6676
O  1.948  0.792  1.243  -0.5319
N  -1.945  -1.362  3.474  0.9270
O  -3.027  -1.421  4.103  -0.6316
O  -1.655  -2.083  2.516  -0.4514
H  -1.357  -0.643  6.063  0.5611
H  2.140  1.734  5.152  0.5600

Relative energy (zero: lowest compared OMol25 entry of this formula, charge and spin) ... 42.3 kcal per mole
Highest occupied orbital energy ... -0.612 eV
Frontier orbital gap ... 3.8 eV
LUMO energy ... 3.15 eV
2S+1 ... 1
Total charge ... -2

***

Record 3
Molecular formula: C2H3LaO
Method: DFT, ωB97M-V with the def2-TZVPD basis set

Last column: Mulliken charge in e.
CARTESIAN COORDINATES (ANGSTROEM)
O  -0.809  0.870  0.518  -0.3193
C  -0.003  0.800  -0.580  -0.1561
La  2.466  1.220  0.144  2.0467
H  -1.726  0.630  0.339  0.3979
C  0.091  -0.756  -0.099  -0.5901
H  0.496  -1.386  -0.895  0.3758
H  -0.515  -1.377  0.572  0.2451

Relative energy (zero: lowest compared OMol25 entry of this formula, charge and spin) ... 77.5 kcal per mole
Highest occupied orbital energy (spin up / spin down) ... -17.050 / -17.045 eV
Frontier orbital gap (spin up / spin down) ... 6.2 / 6.2 eV
LUMO energy (spin up / spin down) ... -10.85 / -10.85 eV
2S+1 ... 1
Total charge ... +2

***

Record 4
Molecular formula: C4H10O2
Method: DFT, ωB97M-V with the def2-TZVPD basis set

Last column: Mulliken charge in e.
CARTESIAN COORDINATES (ANGSTROEM)
C  -1.747  -0.312  0.710  -1.5646
C  -0.233  -0.207  0.646  0.4137
O  0.392  -1.492  0.729  -0.5870
C  0.247  0.452  -0.666  0.1888
C  1.615  1.105  -0.505  -1.3753
O  0.240  -0.512  -1.697  -0.5612
H  -2.129  -0.805  -0.191  0.3798
H  -2.193  0.686  0.767  0.3952
H  -2.068  -0.871  1.597  0.4178
H  0.131  0.381  1.500  0.2191
H  -0.302  -2.161  0.760  0.3340
H  -0.482  1.216  -0.965  0.3457
H  1.557  1.953  0.188  0.3544
H  2.344  0.388  -0.108  0.2881
H  1.973  1.470  -1.472  0.3614
H  0.655  -1.292  -1.293  0.3900

Relative energy (zero: lowest compared OMol25 entry of this formula, charge and spin) ... 12.0 kcal per mole
Highest occupied orbital energy ... -10.080 eV
Frontier orbital gap ... 11.0 eV
LUMO energy ... 0.88 eV
SMILES string ... C[C@@H](O)[C@@H](C)O
2S+1 ... 1

***

Record 5
Molecular formula: C67H132N8O33
Method: DFT, ωB97M-V with the def2-TZVPD basis set

Last column: Mulliken charge in e.
CARTESIAN COORDINATES (ANGSTROEM)
C  7.520  -11.222  2.403  -1.2789
C  8.826  -11.937  2.094  -0.6143
C  9.578  -12.358  3.364  -0.1622
C  10.234  -11.166  4.155  -1.0838
N  10.106  -11.122  5.692  0.4517
C  10.762  -9.783  6.199  -0.5564
C  9.662  -8.794  6.105  -0.4993
C  8.309  -9.454  6.284  -0.7667
C  8.635  -10.973  6.209  -0.6260
C  10.718  -12.410  6.391  -1.3871
C  12.198  -12.596  6.029  2.2072
C  12.778  -13.861  6.722  -1.9497
H  6.806  -11.876  2.903  0.3135
H  7.267  -10.697  1.481  0.4361
H  7.704  -10.406  3.101  0.1943
H  9.464  -11.381  1.407  0.2153
H  8.644  -12.869  1.559  0.5961
H  10.308  -13.108  3.059  -0.2796
H  8.885  -12.907  4.003  0.3257
H  9.771  -10.254  3.777  1.1520
H  11.286  -11.078  3.886  -0.0142
H  11.208  -9.946  7.180  0.6025
H  11.553  -9.508  5.501  0.0740
H  9.706  -8.070  6.919  0.4582
H  9.754  -8.195  5.200  0.3280
H  7.919  -9.044  7.216  0.3435
H  7.655  -9.009  5.535  0.3314
H  8.571  -11.436  7.194  0.5248
H  7.876  -11.432  5.576  0.3546
H  10.063  -13.280  6.339  0.0260
H  10.726  -12.152  7.450  0.7480
H  12.814  -11.718  6.227  0.1209
H  12.362  -12.875  4.989  -1.0876
H  13.814  -14.041  6.436  0.0567
H  12.227  -14.768  6.473  0.4024
H  12.794  -13.663  7.794  0.8584
C  15.200  -20.591  -4.565  -1.1066
C  15.652  -19.755  -3.262  -0.8074
C  15.026  -18.270  -3.174  -0.1069
C  13.652  -18.154  -2.448  -0.7099
N  13.253  -16.696  -2.130  0.8226
C  11.828  -16.765  -1.474  -0.1756
C  10.980  -15.721  -2.179  -0.4874
C  11.919  -14.846  -3.002  -0.4428
C  13.001  -15.898  -3.400  -0.9428
C  14.269  -15.950  -1.306  -0.7719
C  14.679  -16.708  -0.012  0.9075
C  15.898  -16.015  0.651  -1.5175
H  15.181  -19.965  -5.457  0.2747
H  14.160  -20.826  -4.341  0.2844
H  15.790  -21.507  -4.592  0.3759
H  16.741  -19.778  -3.290  0.4869
H  15.471  -20.271  -2.319  0.2946
H  15.015  -17.812  -4.163  0.4390
H  15.770  -17.862  -2.490  0.0000
H  13.705  -18.685  -1.498  -0.0914
H  12.819  -18.574  -3.011  0.8709
H  11.904  -16.554  -0.407  -0.1095
H  11.320  -17.728  -1.508  0.4518
H  10.451  -15.197  -1.383  0.1625
H  10.261  -16.163  -2.869  0.3991
H  12.333  -13.941  -2.556  -0.0172
H  11.437  -14.583  -3.944  0.5607
H  13.897  -15.467  -3.846  0.4027
H  12.680  -16.662  -4.107  0.5357
H  13.930  -14.963  -0.993  -0.0731
H  15.049  -15.744  -2.040  0.4982
H  14.997  -17.729  -0.223  0.2780
H  13.910  -16.665  0.759  -0.5449
H  16.743  -16.144  -0.025  0.6399
H  16.350  -16.447  1.544  0.2193
H  15.668  -14.954  0.750  -0.0275
C  14.062  -4.894  -1.701  -0.6235
C  15.099  -3.928  -2.333  -0.7309
C  16.461  -3.821  -1.620  -0.4204
C  17.194  -5.218  -1.887  -0.2405
N  18.505  -5.516  -1.006  0.8411
C  18.129  -5.483  0.468  -0.5704
C  18.975  -6.458  1.249  -0.7438
C  19.195  -7.545  0.221  0.2263
C  19.011  -6.966  -1.194  -0.5826
C  19.626  -4.403  -1.260  -1.0673
C  19.867  -4.038  -2.739  -0.0997
C  21.281  -3.472  -2.957  -1.3401
H  13.142  -5.086  -2.253  0.4674
H  13.729  -4.495  -0.743  0.2069
H  14.383  -5.902  -1.435  -0.1981
H  14.611  -2.955  -2.286  0.4212
H  15.250  -4.191  -3.380  0.3187
H  16.452  -3.480  -0.584  0.2398
H  17.131  -3.157  -2.166  0.3537
H  17.579  -5.461  -2.877  0.6992
H  16.559  -6.067  -1.634  -0.4908
H  18.100  -4.490  0.917  0.4820
H  17.093  -5.808  0.377  -0.0182
H  19.935  -6.004  1.497  0.5551
H  18.497  -6.827  2.157  0.1722
H  20.255  -7.728  0.392  0.5514
H  18.540  -8.401  0.382  -0.5261
H  19.963  -6.868  -1.716  0.3191
H  18.338  -7.604  -1.766  0.0864
H  20.440  -4.698  -0.598  0.5745
H  19.124  -3.537  -0.828  0.3859
H  19.121  -3.334  -3.108  0.2371
H  19.796  -4.971  -3.297  0.3510
H  21.467  -2.398  -2.928  0.3564
H  21.676  -3.892  -3.882  0.3431
H  21.974  -3.863  -2.212  0.3464
C  16.121  -20.002  2.401  -1.1300
C  16.163  -20.802  3.757  0.5566
C  15.013  -20.812  4.715  0.2709
O  15.228  -21.529  5.886  -0.5501
C  16.049  -21.003  6.883  -0.6105
N  16.624  -22.228  3.384  -0.0801
H  15.893  -22.851  3.070  0.3559
H  17.317  -22.208  2.651  0.3734
H  17.104  -22.721  4.123  0.3665
H  15.869  -18.957  2.579  -0.4002
H  15.517  -20.471  1.624  0.5890
H  17.124  -19.960  1.976  0.6403
H  16.970  -20.380  4.355  -0.1755
H  14.132  -21.274  4.270  0.1400
H  14.665  -19.783  4.801  -0.1066
H  15.733  -21.377  7.857  0.3356
H  16.163  -19.924  6.770  0.0777
H  17.096  -21.298  6.813  0.3576
C  15.522  -16.372  7.545  -0.8480
C  14.576  -16.655  8.686  0.8256
C  13.875  -17.971  8.622  -1.4120
O  13.296  -18.072  7.312  0.1395
C  12.487  -19.275  7.169  -1.0243
N  15.366  -16.756  10.038  -0.2224
H  14.724  -16.920  10.800  0.3678
H  16.072  -17.472  10.135  0.3729
H  15.796  -15.877  10.286  0.3802
H  15.770  -15.310  7.546  0.5271
H  15.021  -16.634  6.613  -0.4854
H  16.345  -17.080  7.447  0.6354
H  13.940  -15.774  8.763  0.0565
H  13.154  -18.181  9.412  0.4928
H  14.545  -18.817  8.773  0.3884
H  11.864  -19.311  6.275  0.2442
H  11.829  -19.536  7.998  0.3751
H  13.173  -20.122  7.160  0.2864
C  15.584  -12.597  -1.288  -1.1672
C  15.723  -11.277  -1.952  0.0051
C  15.202  -10.194  -0.915  -0.6609
O  15.552  -8.907  -1.337  0.4337
C  14.981  -8.383  -2.508  -0.8848
N  17.223  -11.014  -2.207  0.0602
H  17.560  -11.700  -2.867  0.4384
H  17.347  -10.076  -2.561  0.3311
H  17.705  -11.212  -1.341  0.1255
H  16.124  -12.691  -0.346  0.1955
H  16.015  -13.369  -1.925  0.4909
H  14.518  -12.656  -1.070  -0.0434
H  15.272  -11.243  -2.944  0.4454
H  15.836  -10.204  -0.028  -0.5322
H  14.157  -10.292  -0.623  0.8253
H  15.524  -7.526  -2.907  0.2022
H  13.973  -7.985  -2.389  0.3029
H  14.902  -9.102  -3.323  0.3476
C  15.685  -7.201  3.406  -0.4358
N  15.420  -8.660  3.517  1.2631
C  14.727  -9.273  2.502  -1.0551
C  14.555  -10.699  2.405  -0.8572
C  15.025  -11.465  3.507  1.9175
C  15.741  -10.846  4.461  -0.6401
C  15.959  -9.450  4.466  -1.5202
C  14.821  -12.959  3.583  0.9727
C  13.690  -13.475  2.977  -0.9384
C  13.377  -14.863  3.041  -1.2015
N  14.201  -15.698  3.770  1.6188
C  15.357  -15.162  4.283  -0.3966
C  15.672  -13.844  4.194  -0.7672
C  13.888  -17.137  3.896  0.2036
H  16.539  -6.798  3.950  0.0122
H  14.789  -6.790  3.872  0.2640
H  15.553  -6.925  2.360  -0.0135
H  14.325  -8.580  1.777  0.6614
H  14.016  -11.202  1.615  0.5323
H  16.209  -11.328  5.306  0.4332
H  16.565  -8.975  5.223  0.5088
H  12.942  -12.780  2.625  0.0366
H  12.517  -15.355  2.611  0.6224
H  16.015  -15.820  4.832  0.3948
H  16.575  -13.488  4.667  0.1752
H  13.079  -17.102  4.626  0.1983
H  14.754  -17.679  4.275  -0.0773
H  13.571  -17.543  2.935  -0.5258
O  12.051  -5.543  3.623  -0.5589
C  12.233  -6.533  2.747  0.5277
O  11.678  -7.611  2.959  -0.6364
O  12.944  -6.168  1.791  -0.7503
H  12.688  -4.871  3.370  0.3885
O  10.197  -12.888  -0.582  -0.5176
C  11.394  -13.033  -0.018  0.0793
O  11.748  -14.074  0.526  -0.2245
O  12.101  -12.018  -0.029  -0.4900
H  10.330  -11.940  -0.664  0.3901
O  9.861  -15.828  5.905  -0.3987
C  9.631  -16.682  4.908  0.3862
O  8.581  -16.948  4.339  -0.7509
O  10.439  -17.388  4.334  -0.4637
H  9.079  -15.325  6.140  0.2414
O  15.197  -12.079  7.710  -0.1598
C  14.711  -10.975  8.292  0.6184
O  14.299  -11.008  9.459  -0.8221
O  14.599  -9.978  7.573  -0.6182
H  15.056  -12.787  8.342  0.0741
O  15.324  -4.464  1.474  0.2115
C  15.264  -3.301  2.089  0.5897
O  16.179  -2.472  2.079  -0.7633
O  14.258  -3.037  2.772  -0.7817
H  14.431  -4.771  1.646  -0.0765
O  19.881  -17.211  4.752  -0.5045
C  18.993  -18.146  4.661  0.4869
O  19.375  -19.290  4.727  -0.8286
O  17.826  -17.788  4.549  -0.3405
H  19.131  -16.615  4.695  0.2956
O  17.856  -10.513  2.297  0.6086
C  18.942  -11.034  1.720  0.1346
O  19.996  -11.011  2.409  -0.7780
O  18.812  -11.406  0.530  -0.8199
H  18.229  -10.668  3.168  0.0430
O  12.339  -21.086  2.383  -0.5476
C  12.147  -19.847  1.797  0.3538
O  11.135  -19.148  2.143  -0.6361
O  12.917  -19.513  0.917  -0.4465
H  12.904  -21.554  1.764  0.2679
O  18.462  -7.290  5.700  -0.3323
C  18.096  -6.103  6.300  0.7095
O  18.757  -5.090  6.128  -0.7395
O  17.087  -6.009  7.030  -0.7632
H  19.104  -6.822  5.161  0.1993
O  19.729  -13.717  3.772  -0.5754
C  19.077  -13.598  4.916  0.7857
O  18.782  -14.607  5.567  -0.7555
O  18.723  -12.450  5.284  -0.7239
H  19.573  -12.831  3.437  0.3304

Highest occupied orbital energy ... -1.581 eV
Frontier orbital gap ... 3.0 eV
LUMO energy ... 1.42 eV
2S+1 ... 1
Total charge ... -2

***

Values for F_max, eV/Å, ordered as above
2.00, 4.33, 8.48, 0.31, 8.88
Values for electronic energy, a.u., ordered as above
-3504.50901, -2814.19353, -183.88664, -308.87900, -5552.71820